ORCA calculation (ωB97M-V with the def2-TZVPD basis set) on the molecule C18H17N5O2 at a distorted geometry.

The geometry in XYZ format:
```
42
Properties=species:S:1:pos:R:3
C -0.453 3.262 0.397
C 0.290 2.914 -0.850
C 0.946 3.847 -1.600
C 1.632 3.471 -2.773
C 1.617 2.172 -3.158
N 0.962 1.227 -2.430
C 0.305 1.545 -1.264
N -0.310 0.653 -0.525
C -0.335 -0.630 -0.919
N -0.993 -1.517 -0.131
C -1.149 -2.877 -0.475
N -1.778 -3.745 0.197
H -2.206 -3.449 1.064
C -0.526 -3.287 -1.725
C 0.159 -2.410 -2.504
C 0.258 -1.051 -2.120
C 0.966 -0.120 -2.939
O 1.542 -0.352 -3.982
H 0.633 -2.718 -3.424
C -0.643 -4.642 -2.100
N -0.714 -5.732 -2.449
C -1.422 -1.078 1.180
H -1.469 0.010 1.152
H -2.413 -1.482 1.405
C -0.400 -1.533 2.248
C -0.691 -0.896 3.609
H -0.249 -1.505 4.398
C 0.036 0.445 3.496
H -0.631 1.208 3.094
C 1.175 0.143 2.509
H 2.144 0.059 3.011
O 0.902 -1.112 1.907
H 1.253 0.908 1.727
H 0.415 0.791 4.455
H -1.756 -0.788 3.800
H -0.374 -2.627 2.282
H 2.100 1.792 -4.046
H 2.155 4.205 -3.362
H 0.941 4.883 -1.297
H 0.068 2.862 1.265
H -1.444 2.814 0.374
H -0.541 4.339 0.505
```

Values from the calculation:
Relative energy (zero: lowest compared OMol25 entry of this formula, charge and spin) (eV): 1.7894
HOMO level (eV): -8.118
LUMO energy (hartree): -0.024
Gap between HOMO and LUMO (eV): 7.457
SMILES string: [H]/N=c1/c(C#N)cc2c(=O)n3cccc(C)c3nc2n1C[C@@H]1CCCO1

Atom charges from the Mulliken analysis, given in e for atoms 1 to 4: -1.188 0.832 -0.472 -0.674

ORCA calculation (ωB97M-V with the def2-TZVPD basis set) on C18H18BF6N9O4RuS4 as an isolated structure.

The geometry in XYZ format:
```
61
Properties=species:S:1:pos:R:3
Ru -0.242 -0.686 -0.343
C -2.308 -0.265 3.410
C -2.021 0.150 2.111
N -1.225 -0.731 1.518
N -0.993 -1.728 2.405
C -1.634 -1.461 3.555
B 0.023 -2.811 1.986
N -0.460 -3.421 0.635
C -0.816 -4.690 0.366
C -1.239 -4.756 -0.945
C -1.120 -3.450 -1.421
N -0.653 -2.663 -0.460
N 1.379 -2.100 1.752
C 2.499 -2.041 2.493
C 3.351 -1.115 1.929
C 2.652 -0.614 0.829
N 1.468 -1.209 0.741
N 0.180 -3.940 2.983
C 1.158 -4.881 3.019
C 0.764 -5.867 3.886
C -0.507 -5.447 4.329
N -0.858 -4.301 3.776
H -2.921 0.233 4.140
H -2.333 1.037 1.584
H -1.582 -2.150 4.377
H -0.750 -5.451 1.125
H -1.588 -5.622 -1.477
H -1.342 -3.038 -2.392
H 2.615 -2.653 3.371
H 4.331 -0.831 2.267
H 2.947 0.146 0.123
H 2.050 -4.790 2.423
H 1.308 -6.753 4.161
H -1.173 -5.931 5.025
C 0.482 0.971 -4.528
C -0.084 0.402 -3.265
S 0.862 -0.532 -2.291
C -1.448 0.644 -2.904
C -2.344 1.412 -3.826
S -2.060 0.011 -1.504
H 1.486 0.592 -4.703
H 0.548 2.057 -4.428
H -0.149 0.747 -5.389
H -1.955 2.423 -3.963
H -3.351 1.478 -3.422
H -2.385 0.942 -4.811
F 3.682 5.412 -0.459
C 3.109 4.761 -1.463
F 3.974 4.674 -2.474
F 2.042 5.447 -1.874
S 2.614 3.058 -0.968
O 1.982 2.501 -2.133
O 3.802 2.430 -0.473
N 1.625 3.452 0.213
S 0.309 2.717 0.547
O 0.306 1.345 0.061
O -0.115 2.943 1.887
C -0.990 3.544 -0.465
F -1.057 4.834 -0.166
F -2.179 2.981 -0.207
F -0.742 3.421 -1.771
```

Values from the calculation:
Relative energy (zero: lowest compared OMol25 entry of this formula, charge and spin) (eV): 0.0435
HOMO level (eV): -8.711
LUMO energy (hartree): -0.083
Gap between HOMO and LUMO (eV): 6.446

Atom charges from the Mulliken analysis, given in e for atoms 1 to 4: -0.025 -1.543 -0.201 0.024

ORCA calculation (ωB97M-V with the def2-TZVPD basis set) on C18H18BN9OSTi as an isolated structure at a distorted geometry.

The geometry in XYZ format:
```
49
Properties=species:S:1:pos:R:3
Ti -0.622 0.304 0.779
C -1.024 -2.711 -1.973
C -0.556 -2.805 -0.657
N 0.203 -1.775 -0.333
N 0.235 -0.970 -1.446
C -0.501 -1.529 -2.433
B 1.216 0.241 -1.524
N 0.425 1.581 -1.435
C -0.505 2.032 -2.377
C -1.364 2.878 -1.802
C -1.038 2.953 -0.342
N 0.202 2.165 -0.236
N 2.169 0.135 -0.322
C 3.470 -0.204 -0.236
C 3.791 -0.339 1.097
C 2.590 -0.078 1.775
N 1.633 0.201 0.913
N 2.029 0.276 -2.826
C 2.958 1.220 -3.101
C 3.374 1.046 -4.399
C 2.636 -0.067 -4.839
N 1.810 -0.504 -3.904
H -1.668 -3.391 -2.501
H -0.790 -3.539 0.097
H -0.561 -1.058 -3.398
H -0.432 1.677 -3.394
H -2.179 3.380 -2.298
H -0.854 3.981 -0.001
H 4.064 -0.332 -1.125
H 4.749 -0.592 1.515
H 2.354 -0.098 2.827
H 3.231 1.951 -2.357
H 4.106 1.624 -4.935
H 2.653 -0.555 -5.801
O -0.624 -0.031 2.672
N -1.671 -0.547 3.374
C -1.516 -0.555 4.755
C -2.462 -1.185 5.519
C -3.564 -1.809 4.933
C -3.681 -1.759 3.510
C -2.741 -1.133 2.735
S -2.799 -1.000 0.991
H -0.650 -0.029 5.119
H -2.330 -1.175 6.595
H -4.311 -2.309 5.531
H -4.527 -2.203 3.003
C -1.946 2.124 0.568
H -2.058 2.575 1.556
H -2.925 1.941 0.128
```

Values from the calculation:
Relative energy (zero: lowest compared OMol25 entry of this formula, charge and spin) (eV): 1.3207
Charge: -1
2S+1: 4
HOMO level (spin up / spin down) (eV): -1.229 / -3.986
LUMO energy (spin up / spin down) (hartree): 0.103 / 0.102
Gap between HOMO and LUMO (spin up / spin down) (eV): 4.043 / 6.753
⟨S²⟩: 3.78

Atom charges from the Mulliken analysis, given in e for atoms 1 to 4: 0.403 -0.797 -0.457 -0.807

ORCA calculation (ωB97M-V with the def2-TZVPD basis set) on the molecule C18H18Cl2O5.

The geometry in XYZ format:
```
43
Properties=species:S:1:pos:R:3
C 2.122 -2.650 -1.456
H 2.140 -2.829 -0.377
O 1.578 -1.387 -1.765
C 0.286 -1.148 -1.435
C -0.530 -2.015 -0.739
C -1.857 -1.677 -0.448
C -2.360 -0.455 -0.873
C -1.554 0.420 -1.577
C -0.234 0.100 -1.865
O 0.614 0.851 -2.618
C 0.502 2.255 -2.643
C 1.347 2.890 -1.523
O 0.974 2.508 -0.224
C -0.204 3.095 0.278
C -0.364 2.725 1.756
O -0.972 1.471 1.958
C -0.224 0.338 2.020
C 1.127 0.232 1.713
C 1.788 -0.977 1.836
C 1.102 -2.098 2.267
C -0.248 -2.028 2.576
C -0.895 -0.815 2.449
Cl -2.572 -0.706 2.812
H -0.792 -2.904 2.890
Cl 1.924 -3.612 2.407
H 2.836 -1.042 1.590
H 1.665 1.087 1.340
H -1.053 3.439 2.218
H 0.606 2.784 2.259
H -0.143 4.190 0.184
H -1.093 2.742 -0.261
H 2.377 2.542 -1.629
H 1.315 3.985 -1.631
H 0.917 2.570 -3.604
H -0.535 2.594 -2.585
H -1.982 1.346 -1.930
H -3.384 -0.188 -0.657
C -2.693 -2.618 0.296
O -2.316 -3.663 0.767
H -3.747 -2.295 0.399
H -0.176 -2.974 -0.395
H 1.566 -3.454 -1.947
H 3.141 -2.630 -1.837
```

Values from the calculation:
HOMO level (eV): -8.315
LUMO energy (hartree): 0.018
Gap between HOMO and LUMO (eV): 8.806
SMILES string: COc1cc(C=O)ccc1OCCOCCOc1ccc(Cl)cc1Cl

Atom charges from the Mulliken analysis, given in e for atoms 1 to 4: -0.717 0.154 -0.445 0.596

ORCA calculation (ωB97M-V with the def2-TZVPD basis set) on C18H18Cl6N2O8STc as an isolated structure.

The geometry in XYZ format:
```
54
Properties=species:S:1:pos:R:3
Tc -0.264 1.076 -0.444
O -1.266 3.222 -0.824
Cl -2.017 3.840 0.264
O -1.944 6.262 1.135
O -1.809 3.509 1.655
O -1.661 0.765 -1.941
Cl 1.299 -0.236 -3.326
C 1.993 1.196 -2.620
C 1.417 1.744 -1.466
C 2.115 2.843 -0.957
Cl 1.515 3.540 0.527
C 3.242 3.408 -1.543
Cl 4.006 4.787 -0.845
C 3.747 2.849 -2.711
Cl 5.127 3.537 -3.482
C 3.120 1.728 -3.245
Cl 3.757 1.014 -4.682
C -2.118 0.919 3.169
C -2.556 0.340 1.872
C -1.569 5.442 0.149
O -1.931 0.382 0.832
H -2.905 1.567 3.561
H -1.189 1.468 3.054
H -1.988 0.103 3.886
H -3.544 -0.153 1.855
H -3.134 3.070 0.105
H -1.528 5.965 1.956
H -1.695 5.804 -0.864
C -2.054 -4.158 -3.233
N -2.417 -2.757 -3.321
C -1.883 -1.796 -2.545
N -1.214 -2.117 -1.453
S -2.084 -0.188 -3.085
H -2.526 -4.689 -4.054
H -2.406 -4.608 -2.302
H -0.973 -4.291 -3.313
H -3.023 -2.456 -4.064
H -1.153 -3.075 -1.154
H -0.668 -1.429 -0.930
O 1.439 -0.901 3.938
C 1.512 -2.017 3.192
C 1.804 -3.222 3.833
C 1.919 -4.385 3.100
C 1.749 -4.380 1.716
C 1.444 -3.192 1.082
C 1.307 -2.005 1.805
C 0.927 -0.750 1.119
O 0.886 0.353 1.728
O 0.581 -0.812 -0.105
H 1.318 -0.153 3.310
H 1.953 -3.211 4.905
H 2.157 -5.310 3.610
H 1.866 -5.292 1.146
H 1.321 -3.149 0.008
```

Values from the calculation:
Relative energy (zero: lowest compared OMol25 entry of this formula, charge and spin) (eV): 0.0000
2S+1: 2
HOMO level (spin up / spin down) (eV): -6.757 / -6.384
LUMO energy (spin up / spin down) (hartree): -0.008 / -0.008
Gap between HOMO and LUMO (spin up / spin down) (eV): 6.545 / 6.172
⟨S²⟩: 0.76

Atom charges from the Mulliken analysis, given in e for atoms 1 to 4: 0.206 -0.464 0.805 -0.476

ORCA calculation (ωB97M-V with the def2-TZVPD basis set) on C18H18ClFeO7 as an isolated structure.

The geometry in XYZ format:
```
45
Properties=species:S:1:pos:R:3
Fe 0.758 0.337 1.024
O -0.956 6.066 0.112
C -0.609 4.918 0.303
C 0.807 4.382 0.189
O 1.793 5.044 -0.108
C 0.703 2.962 0.497
C -0.649 2.598 0.746
O -0.931 1.378 0.992
C -1.517 3.767 0.705
O -2.717 3.854 0.933
O 1.613 2.066 0.553
C 0.563 -3.335 1.733
C 1.504 -2.632 0.747
C 1.621 -3.471 -0.533
C 2.887 -2.474 1.387
O 0.980 -1.392 0.414
H 0.900 -4.350 1.974
H -0.439 -3.388 1.299
H 0.506 -2.754 2.655
H 2.026 -4.469 -0.335
H 2.276 -2.960 -1.243
H 0.636 -3.574 -0.996
H 3.289 -3.436 1.724
H 2.819 -1.787 2.231
H 3.578 -2.043 0.658
C -0.277 0.594 3.824
C 0.896 0.288 2.890
O 1.967 0.022 3.454
H -0.153 0.066 4.773
H -1.235 0.362 3.357
H -0.268 1.672 4.016
Cl -0.568 1.232 -5.309
C -1.424 0.583 -3.927
C -2.797 0.499 -4.003
C -3.516 -0.016 -2.929
C -2.843 -0.447 -1.787
C -1.472 -0.363 -1.717
C -0.702 0.160 -2.787
C 0.693 0.231 -2.663
H -3.299 0.847 -4.896
H -4.596 -0.064 -2.983
H -3.394 -0.828 -0.938
H -0.929 -0.682 -0.835
H 1.305 0.672 -3.435
H 1.168 -0.135 -1.763
```

Values from the calculation:
Relative energy (zero: lowest compared OMol25 entry of this formula, charge and spin) (eV): 0.0000
Charge: -2
2S+1: 2
HOMO level (spin up / spin down) (eV): -1.002 / -1.001
LUMO energy (spin up / spin down) (hartree): 0.162 / 0.148
Gap between HOMO and LUMO (spin up / spin down) (eV): 5.402 / 5.031
⟨S²⟩: 0.79

Atom charges from the Mulliken analysis, given in e for atoms 1 to 4: 0.376 -0.696 0.603 -0.210

Please write out number 3 again, unchanged.
ORCA calculation (ωB97M-V with the def2-TZVPD basis set) on C18H18BN9OSTi as an isolated structure at a distorted geometry.

The geometry in XYZ format:
```
49
Properties=species:S:1:pos:R:3
Ti -0.622 0.304 0.779
C -1.024 -2.711 -1.973
C -0.556 -2.805 -0.657
N 0.203 -1.775 -0.333
N 0.235 -0.970 -1.446
C -0.501 -1.529 -2.433
B 1.216 0.241 -1.524
N 0.425 1.581 -1.435
C -0.505 2.032 -2.377
C -1.364 2.878 -1.802
C -1.038 2.953 -0.342
N 0.202 2.165 -0.236
N 2.169 0.135 -0.322
C 3.470 -0.204 -0.236
C 3.791 -0.339 1.097
C 2.590 -0.078 1.775
N 1.633 0.201 0.913
N 2.029 0.276 -2.826
C 2.958 1.220 -3.101
C 3.374 1.046 -4.399
C 2.636 -0.067 -4.839
N 1.810 -0.504 -3.904
H -1.668 -3.391 -2.501
H -0.790 -3.539 0.097
H -0.561 -1.058 -3.398
H -0.432 1.677 -3.394
H -2.179 3.380 -2.298
H -0.854 3.981 -0.001
H 4.064 -0.332 -1.125
H 4.749 -0.592 1.515
H 2.354 -0.098 2.827
H 3.231 1.951 -2.357
H 4.106 1.624 -4.935
H 2.653 -0.555 -5.801
O -0.624 -0.031 2.672
N -1.671 -0.547 3.374
C -1.516 -0.555 4.755
C -2.462 -1.185 5.519
C -3.564 -1.809 4.933
C -3.681 -1.759 3.510
C -2.741 -1.133 2.735
S -2.799 -1.000 0.991
H -0.650 -0.029 5.119
H -2.330 -1.175 6.595
H -4.311 -2.309 5.531
H -4.527 -2.203 3.003
C -1.946 2.124 0.568
H -2.058 2.575 1.556
H -2.925 1.941 0.128
```

Values from the calculation:
Relative energy (zero: lowest compared OMol25 entry of this formula, charge and spin) (eV): 1.3207
Charge: -1
2S+1: 4
HOMO level (spin up / spin down) (eV): -1.229 / -3.986
LUMO energy (spin up / spin down) (hartree): 0.103 / 0.102
Gap between HOMO and LUMO (spin up / spin down) (eV): 4.043 / 6.753
⟨S²⟩: 3.78

Atom charges from the Mulliken analysis, given in e for atoms 1 to 4: 0.403 -0.797 -0.457 -0.807

Copy entry 2 word for word.
ORCA calculation (ωB97M-V with the def2-TZVPD basis set) on C18H18BF6N9O4RuS4 as an isolated structure.

The geometry in XYZ format:
```
61
Properties=species:S:1:pos:R:3
Ru -0.242 -0.686 -0.343
C -2.308 -0.265 3.410
C -2.021 0.150 2.111
N -1.225 -0.731 1.518
N -0.993 -1.728 2.405
C -1.634 -1.461 3.555
B 0.023 -2.811 1.986
N -0.460 -3.421 0.635
C -0.816 -4.690 0.366
C -1.239 -4.756 -0.945
C -1.120 -3.450 -1.421
N -0.653 -2.663 -0.460
N 1.379 -2.100 1.752
C 2.499 -2.041 2.493
C 3.351 -1.115 1.929
C 2.652 -0.614 0.829
N 1.468 -1.209 0.741
N 0.180 -3.940 2.983
C 1.158 -4.881 3.019
C 0.764 -5.867 3.886
C -0.507 -5.447 4.329
N -0.858 -4.301 3.776
H -2.921 0.233 4.140
H -2.333 1.037 1.584
H -1.582 -2.150 4.377
H -0.750 -5.451 1.125
H -1.588 -5.622 -1.477
H -1.342 -3.038 -2.392
H 2.615 -2.653 3.371
H 4.331 -0.831 2.267
H 2.947 0.146 0.123
H 2.050 -4.790 2.423
H 1.308 -6.753 4.161
H -1.173 -5.931 5.025
C 0.482 0.971 -4.528
C -0.084 0.402 -3.265
S 0.862 -0.532 -2.291
C -1.448 0.644 -2.904
C -2.344 1.412 -3.826
S -2.060 0.011 -1.504
H 1.486 0.592 -4.703
H 0.548 2.057 -4.428
H -0.149 0.747 -5.389
H -1.955 2.423 -3.963
H -3.351 1.478 -3.422
H -2.385 0.942 -4.811
F 3.682 5.412 -0.459
C 3.109 4.761 -1.463
F 3.974 4.674 -2.474
F 2.042 5.447 -1.874
S 2.614 3.058 -0.968
O 1.982 2.501 -2.133
O 3.802 2.430 -0.473
N 1.625 3.452 0.213
S 0.309 2.717 0.547
O 0.306 1.345 0.061
O -0.115 2.943 1.887
C -0.990 3.544 -0.465
F -1.057 4.834 -0.166
F -2.179 2.981 -0.207
F -0.742 3.421 -1.771
```

Values from the calculation:
Relative energy (zero: lowest compared OMol25 entry of this formula, charge and spin) (eV): 0.0435
HOMO level (eV): -8.711
LUMO energy (hartree): -0.083
Gap between HOMO and LUMO (eV): 6.446

Atom charges from the Mulliken analysis, given in e for atoms 1 to 4: -0.025 -1.543 -0.201 0.024